No. 1
Formula: C3H8OS2
Source: OMol25
Level of theory: wB97M-V/def2-TZVPD

Geometry as XYZ:
```
14
C3H8OS2, DFT wB97M-V/def2-TZVPD
O -3.134 -0.714 1.768
S -0.109 0.163 -0.845
S -2.724 0.127 0.634
C 1.651 -0.119 -0.661
C -2.298 1.767 1.280
C -1.050 -0.514 0.526
H 1.877 -0.971 -1.193
H 1.929 -0.277 0.361
H 2.235 0.660 -1.129
H -2.011 2.466 0.456
H -3.294 2.150 1.613
H -1.533 1.682 2.034
H -1.168 -1.586 0.429
H -0.407 -0.440 1.408
```

Results
* energy above the lowest of the compared OMol25 structures with the same formula, charge and spin: 36.4 kcal per mole
* LUMO: 0.75 eV
* total charge: 0
* maximum force: 2.4 eV/Å

Löwdin charges in e: O -0.540; S 0.772; S 0.807; C -0.401; C -0.268; C -0.715; H -0.008; H 0.036; H 0.037; H 0.060; H 0.061; H 0.049; H 0.045; H 0.066

No. 2
Formula: C3H8N4O3
Source: OMol25
Level of theory: wB97M-V/def2-TZVPD

Geometry as XYZ:
```
18
C3H8N4O3, DFT wB97M-V/def2-TZVPD
C -2.113 -0.326 -1.273
C -1.002 -1.247 -0.821
N 0.206 -0.654 -0.250
N 1.185 -0.094 -1.205
C 0.275 -0.041 1.047
O -0.532 -0.332 1.928
N 1.396 0.839 1.186
N 1.697 1.520 2.383
O 0.855 1.604 3.207
O 2.777 1.987 2.369
H -1.628 0.360 -1.890
H -2.756 -0.923 -1.875
H -2.587 0.180 -0.449
H -1.384 -1.977 -0.009
H -0.634 -1.990 -1.630
H 1.026 0.938 -1.236
H 1.082 -0.468 -2.115
H 2.137 0.623 0.635
```

Results
* SMILES: CCN(N)C(=O)N[N+](=O)[O-]
* energy above the lowest of the compared OMol25 structures with the same formula, charge and spin: 57.1 kcal per mole
* LUMO: 0.48 eV
* total charge: 0
* maximum force: 4.3 eV/Å

Löwdin charges in e: C -0.072; C -0.241; N -0.121; N 0.058; C -0.400; O 0.075; N 0.175; N -0.446; O 0.140; O 0.111; H 0.044; H 0.069; H 0.080; H 0.141; H 0.139; H 0.100; H 0.063; H 0.086

No. 3
Formula: C4H8N4O
Source: OMol25
Level of theory: wB97M-V/def2-TZVPD

Geometry as XYZ:
```
17
C4H8N4O, DFT wB97M-V/def2-TZVPD
C 1.452 -1.958 -1.404
C 0.156 -0.103 -0.707
C -0.065 1.230 1.060
C -0.980 -0.483 0.020
H 1.831 -2.111 -0.390
H 0.252 -2.467 -1.710
H 2.228 -2.296 -2.075
H 1.144 -0.054 -2.486
H 0.471 3.322 1.522
H -0.630 2.426 2.503
H -2.423 -1.113 -1.268
H -2.453 -2.094 0.916
N 1.250 -0.469 -1.567
N 0.187 2.255 1.881
N -1.122 0.454 1.065
N -1.781 -1.553 -0.203
O 0.808 0.932 0.119
```

Results
* energy above the lowest of the compared OMol25 structures with the same formula, charge and spin: 148.9 kcal per mole
* LUMO: 0.28 eV
* total charge: 0
* maximum force: 5.9 eV/Å

Löwdin charges in e: C -0.100; C -0.211; C -0.565; C -0.490; H 0.072; H 0.151; H 0.045; H 0.102; H 0.193; H 0.104; H 0.220; H 0.261; N -0.067; N 0.106; N 0.135; N -0.027; O 0.071

No. 4
Formula: C25H33BrCrIN8O4S
Source: OMol25
Level of theory: wB97M-V/def2-TZVPD

Geometry as XYZ:
```
74
C25H33BrCrIN8O4S, DFT wB97M-V/def2-TZVPD
Cr 1.091 -0.253 0.221
N 0.055 -3.385 0.010
C 0.593 -3.743 -1.282
C -0.405 -4.382 -2.271
C -1.617 -3.543 -2.687
C -1.312 -2.296 -3.519
N -0.391 -2.561 -4.627
C -0.696 -3.155 -5.757
N -1.968 -3.378 -6.111
N 0.286 -3.551 -6.579
C 1.309 -2.555 -1.936
O 1.879 -2.763 -3.015
O 1.227 -1.398 -1.407
H 0.009 -4.173 0.640
H -0.850 -2.933 -0.031
H 1.378 -4.485 -1.116
H -0.788 -5.285 -1.789
H 0.140 -4.712 -3.158
H -2.179 -3.217 -1.807
H -2.294 -4.193 -3.249
H -0.846 -1.524 -2.913
H -2.234 -1.850 -3.901
H 0.594 -2.558 -4.346
H -2.717 -3.013 -5.549
H -2.197 -3.735 -7.021
H 1.246 -3.437 -6.299
H 0.095 -3.961 -7.474
Br -4.187 5.189 0.334
C -3.578 4.409 1.932
C -3.375 3.033 1.985
C -2.915 2.459 3.150
C -2.637 3.267 4.267
C -2.882 4.646 4.208
C -3.343 5.217 3.041
N -2.119 2.786 5.454
N -1.716 1.588 5.575
C -0.836 0.969 4.838
C -0.779 -0.465 5.002
C -0.197 -1.281 4.096
C 0.376 -0.708 2.911
O 0.829 -1.369 1.959
C 0.483 0.754 2.830
N 1.167 1.176 1.750
C 1.480 2.458 1.659
C 1.103 3.370 2.651
C 0.325 2.955 3.704
C -0.017 1.596 3.801
H -3.566 2.418 1.116
H -2.764 1.389 3.186
H -2.689 5.248 5.086
H -3.520 6.281 2.982
H -1.303 -0.869 5.859
H -0.212 -2.356 4.201
H 2.036 2.766 0.787
H 1.399 4.404 2.552
H -0.005 3.664 4.451
N 1.962 2.864 -2.336
C 1.061 2.334 -1.406
O 1.476 1.153 -0.979
C -0.009 3.026 -0.966
I -1.576 -0.153 0.053
H 2.433 2.151 -2.871
H 1.593 3.608 -2.905
H -0.254 3.984 -1.401
H -0.696 2.595 -0.256
C 4.290 0.082 -0.864
S 3.476 -0.921 0.384
C 4.149 -0.215 1.898
H 5.351 -0.156 -0.881
H 4.122 1.140 -0.673
H 3.827 -0.187 -1.811
H 4.005 0.864 1.918
H 5.208 -0.452 1.973
H 3.620 -0.675 2.731
```

Results
* LUMO (alpha / beta): -3.88 / -4.27 eV
* multiplicity: 5
* total charge: +1
* maximum force: 1.0 eV/Å

Löwdin charges in e: Cr 0.407; N 0.057; C -0.295; C -0.139; C -0.162; C -0.147; N 0.108; C -0.432; N 0.213; N 0.206; C -0.593; O 0.005; O -0.200; H 0.089; H -0.009; H 0.156; H 0.118; H 0.109; H 0.102; H 0.107; H 0.095; H 0.122; H 0.117; H 0.113; H 0.126; H 0.132; H 0.123; Br 0.788; C -0.678; C -0.113; C -0.009; C -0.286; C -0.007; C -0.108; N 0.113; N 0.117; C -0.217; C 0.044; C 0.043; C -0.346; O -0.106; C -0.177; N 0.035; C -0.066; C 0.022; C 0.038; C -0.073; H 0.082; H 0.110; H 0.123; H 0.108; H 0.132; H 0.131; H 0.122; H 0.126; H 0.125; N 0.112; C -0.617; O -0.286; C -0.013; I 0.511; H 0.087; H 0.087; H 0.049; H -0.027; C -0.327; S 0.880; C -0.337; H 0.053; H 0.047; H 0.047; H 0.042; H 0.051; H 0.043

- What is the formula in the third record?
  C4H8N4O

- Among the records above, which one has the highest maximum force?
  C4H8N4O

- Which of these has the highest maximum force?
  C4H8N4O

- Which value of total charge does entry 4 give?
  +1